1.
57
Properties=species:S:1:pos:R:3:nbo_charge:R:1 method="wB97M-V/def2-TZVPD" charge=0 relative_energy_ev=0.081 smiles="COc1cccc(NC(=O)Nc2cc(NC(=O)Nc3cccc(OC)c3)c(C)nc2C)c1" orbital_gap_ev=8.4 fmax_ha_per_bohr=0.0142 energy_ha=-1466.25709
C -4.8451 -1.6461 -1.4872 -0.259
O -3.4447 -1.7881 -1.5577 -0.497
C -2.7421 -1.8754 -0.3983 0.321
C -3.3005 -1.8364 0.8745 -0.318
C -2.4755 -1.8954 1.9844 -0.166
C -1.1063 -1.9869 1.8506 -0.277
C -0.5473 -2.0469 0.5764 0.160
N 0.8469 -2.0912 0.4482 -0.636
C 1.5615 -2.7192 -0.5376 0.792
O 1.1252 -3.5339 -1.3130 -0.603
N 2.9107 -2.3758 -0.5050 -0.661
C 3.3941 -1.0760 -0.3234 0.177
C 2.5725 0.0331 -0.4933 -0.265
C 3.0909 1.3122 -0.3287 0.108
N 2.3027 2.4491 -0.5240 -0.641
C 0.9189 2.5285 -0.4848 0.793
O 0.3172 3.3210 -1.1716 -0.619
N 0.3538 1.6914 0.4421 -0.654
C -1.0144 1.6035 0.7356 0.265
C -1.4092 1.3717 2.0465 -0.294
C -2.7570 1.2846 2.3452 -0.177
C -3.7052 1.4090 1.3527 -0.273
C -3.3089 1.6163 0.0304 0.327
O -4.3117 1.6952 -0.8844 -0.501
C -3.9691 1.8963 -2.2376 -0.258
C -1.9588 1.7141 -0.2769 -0.351
C 4.4549 1.4353 -0.0208 0.186
C 5.1005 2.7753 0.1443 -0.651
N 5.2261 0.3712 0.1195 -0.412
C 4.7451 -0.8525 -0.0163 0.157
C 5.7052 -1.9878 0.1522 -0.648
C -1.3603 -1.9924 -0.5414 -0.249
H -5.3101 -2.5014 -0.9873 0.176
H -5.1873 -1.6062 -2.5203 0.198
H -5.1280 -0.7216 -0.9748 0.189
H -4.3652 -1.7510 1.0144 0.221
H -2.9146 -1.8635 2.9699 0.214
H -0.4692 -2.0199 2.7220 0.207
H 1.3758 -1.7158 1.2216 0.403
H 3.5042 -2.9932 -1.0426 0.414
H 1.5443 -0.0947 -0.7947 0.239
H 2.7348 3.2039 -1.0394 0.416
H 0.9747 1.3125 1.1427 0.402
H -0.6678 1.2719 2.8257 0.205
H -3.0686 1.1212 3.3655 0.214
H -4.7588 1.3475 1.5730 0.221
H -3.4108 2.8267 -2.3746 0.186
H -3.3848 1.0569 -2.6268 0.183
H -4.9151 1.9595 -2.7734 0.198
H -1.6201 1.8902 -1.2825 0.245
H 5.1552 3.2935 -0.8133 0.214
H 4.5312 3.3945 0.8354 0.222
H 6.1089 2.6391 0.5219 0.242
H 5.8846 -2.4809 -0.8034 0.214
H 5.3096 -2.7260 0.8475 0.222
H 6.6487 -1.6024 0.5255 0.242
H -0.9417 -2.0449 -1.5324 0.235

=====

2.
59
Properties=species:S:1:pos:R:3:nbo_charge:R:1 method="wB97M-V/def2-TZVPD" charge=+1 relative_energy_ev=0.145 orbital_gap_ev="6.7 / 5.5" fmax_ha_per_bohr=0.0242 spin_multiplicity=3 energy_ha=-2294.50793
Pd 0.0723 0.6520 -0.2952 0.702
C 1.7659 -2.0366 -2.1950 -0.255
O 0.5771 -1.4047 -1.7146 -0.514
C -0.6155 -1.8794 -2.1350 0.310
C -0.7460 -2.7219 -3.2293 -0.296
C -2.0017 -3.1620 -3.6228 -0.151
C -3.1395 -2.7810 -2.9205 -0.234
C -3.0145 -1.9682 -1.8113 -0.186
C -1.7620 -1.4974 -1.4094 0.090
N -1.5757 -0.6922 -0.2586 -0.198
N -2.5819 -0.6361 0.5240 -0.173
C -2.5219 -0.2672 1.7962 0.106
C -1.2569 0.0273 2.5183 0.459
O -0.1593 0.0120 1.9645 -0.570
C -1.3558 0.3728 3.9269 -0.307
C -2.5369 0.4132 4.5540 -0.081
C -3.7947 0.1492 3.8780 -0.108
C -4.9992 0.2006 4.5815 -0.162
C -6.1911 -0.0984 3.9572 -0.183
C -6.1970 -0.4427 2.6049 -0.192
C -5.0184 -0.4803 1.8897 -0.176
C -3.7973 -0.1873 2.5126 0.014
H 1.9329 -1.8091 -3.2484 0.179
H 2.5767 -1.6301 -1.6018 0.219
H 1.7131 -3.1165 -2.0569 0.198
H 0.1279 -3.0340 -3.7854 0.231
H -2.0869 -3.8097 -4.4870 0.229
H -4.1185 -3.1181 -3.2379 0.232
H -3.8808 -1.6672 -1.2396 0.235
H -0.4288 0.5564 4.4568 0.222
H -2.5710 0.6388 5.6155 0.224
H -4.9832 0.4803 5.6306 0.222
H -7.1194 -0.0694 4.5145 0.229
H -7.1317 -0.6841 2.1145 0.228
H -5.0216 -0.7428 0.8423 0.225
S 2.5162 0.9858 0.1096 -0.303
C 2.3505 1.6566 1.6693 0.369
N 1.5616 2.6716 2.0004 -0.581
C 1.6943 3.0619 3.4067 -0.225
C 2.6417 1.9783 3.9593 -0.223
N 3.0699 1.2953 2.7333 -0.574
H 0.8410 3.0014 1.3800 0.445
H 0.7307 3.0702 3.9091 0.215
H 2.1328 4.0542 3.4826 0.212
H 2.1325 1.2843 4.6252 0.202
H 3.4881 2.4054 4.4887 0.220
H 3.6221 0.4562 2.7265 0.429
S -0.9028 2.8317 -0.7585 -0.221
C 0.0286 2.1564 -2.0295 0.241
N 1.2244 2.6274 -2.4570 -0.590
C 1.7342 1.8366 -3.5744 -0.226
C 0.4303 1.3069 -4.1741 -0.224
N -0.4561 1.3308 -3.0104 -0.616
H 1.8457 3.0652 -1.8006 0.428
H 2.3741 1.0213 -3.2252 0.192
H 2.2953 2.4564 -4.2657 0.225
H 0.5335 0.2960 -4.5646 0.210
H 0.0618 1.9558 -4.9684 0.205
H -1.4523 1.2632 -3.1201 0.422

=====

3.
105
Properties=species:S:1:pos:R:3:mulliken_charge:R:1 method="wB97M-V/def2-TZVPD" charge=+1 orbital_gap_ev=6.9 fmax_ha_per_bohr=0.0389 energy_ha=-25265.08957
C 0.2444 -1.2659 -5.2115 -0.861
C -0.4845 -1.7263 -6.2818 -1.195
C -1.8817 -2.1137 -6.0249 0.461
C -2.9468 -1.2398 -5.8869 0.473
C -4.2240 -1.7361 -5.6104 -0.408
P -5.6607 -0.6205 -5.3208 0.349
N -5.6717 -0.2465 -3.8132 -0.707
N -4.4961 -3.0206 -5.5143 -0.854
N -3.4525 -3.8246 -5.6325 0.379
C -2.1911 -3.4736 -5.8545 0.150
S -0.9901 -4.7638 -5.9735 -0.144
H 1.0962 -1.8550 -4.8854 0.567
H -0.0460 -0.3665 -4.6721 0.581
H -0.0746 -1.7492 -7.2884 0.415
H -2.7683 -0.1792 -5.9977 0.840
H -6.7855 -1.3692 -5.6908 0.119
H -5.4649 0.4786 -6.1708 0.171
H -5.5759 0.7429 -3.6320 0.269
H -3.6588 -4.8160 -5.5482 0.244
H -0.7342 -4.8531 -4.6585 0.198
C 1.4199 -2.9466 -1.6765 0.669
Cl 2.6103 -4.0425 -2.3622 -0.132
Cl 1.9754 -1.2798 -1.7270 0.013
Cl -0.1456 -3.1110 -2.5130 -0.129
H 1.2568 -3.2176 -0.6428 -0.402
C -2.7137 2.8915 -3.4027 -0.154
Cl -3.0788 1.5115 -4.4691 -0.085
Cl -4.1780 3.4662 -2.6277 -0.071
Cl -1.5130 2.4235 -2.2118 -0.026
H -2.3101 3.6919 -4.0086 0.291
C 3.9028 1.4806 -4.6572 -0.031
Cl 2.4109 0.5228 -4.7631 -0.085
Cl 4.6753 1.2456 -3.0932 -0.101
Cl 4.9973 1.0526 -5.9642 -0.118
H 3.6402 2.5248 -4.7595 0.288
C 0.8622 -5.3312 1.8678 1.098
Cl 2.0715 -6.4181 1.2040 -0.096
Cl 1.4544 -3.6663 1.9148 -0.172
Cl -0.6444 -5.4142 0.9515 -0.126
H 0.6556 -5.6415 2.8826 -0.696
C 2.9166 2.6953 0.5641 -0.066
Cl 3.2038 4.4263 0.6471 -0.031
Cl 2.5753 2.0248 2.1587 -0.131
Cl 1.5817 2.3639 -0.5453 -0.022
H 3.8090 2.2180 0.1824 0.254
C 1.1659 -9.1280 4.3233 0.144
Cl 0.8653 -7.4176 4.6880 -0.134
Cl -0.2460 -9.8570 3.5653 -0.138
Cl 2.5883 -9.3053 3.3117 -0.066
H 1.3450 -9.6340 5.2622 0.135
C -6.1655 7.2181 -1.8711 0.034
Cl -5.0874 8.4453 -1.2158 -0.096
Cl -5.5526 6.5996 -3.4077 -0.119
Cl -6.3922 5.8999 -0.7202 -0.121
H -7.1284 7.6749 -2.0541 0.308
C 5.1863 -11.7350 5.9058 0.024
Cl 3.5491 -11.1003 6.1202 -0.118
Cl 5.9352 -11.0626 4.4623 -0.081
Cl 6.1681 -11.4166 7.3312 -0.120
H 5.1120 -12.8065 5.7790 0.293
C 9.4283 -13.1505 3.0491 0.032
Cl 8.8448 -14.1302 1.7054 -0.119
Cl 9.1021 -11.4398 2.7686 -0.117
Cl 8.7190 -13.6871 4.5731 -0.107
H 10.4998 -13.2786 3.1181 0.312
C -0.2349 6.9998 0.9366 0.546
Cl -0.4376 5.5793 -0.0945 -0.077
Cl -1.7756 7.5122 1.6172 -0.117
Cl 0.9396 6.6729 2.2161 -0.050
H 0.1478 7.8057 0.3267 -0.302
C -1.9782 9.7381 5.4110 0.029
Cl -1.1863 10.5955 6.7381 -0.127
Cl -0.7921 8.9969 4.3415 -0.060
Cl -3.0976 8.5278 6.0329 -0.125
H -2.5448 10.4602 4.8391 0.270
C -0.9038 -4.7361 6.4739 0.170
Cl -2.5314 -4.0634 6.5950 -0.123
Cl -0.0495 -4.0521 5.0852 -0.059
Cl -0.0014 -4.4655 7.9576 -0.115
H -0.9918 -5.8036 6.3200 0.153
C -4.6060 -1.9787 -9.5084 0.137
Cl -3.0668 -1.1250 -9.3246 -0.110
Cl -5.8724 -1.2122 -8.5324 -0.123
Cl -5.0800 -2.0434 -11.1918 -0.098
H -4.4796 -2.9923 -9.1515 0.216
C -4.1376 -3.4075 3.6783 0.084
Cl -2.9500 -4.4659 2.9141 0.004
Cl -3.5221 -1.7599 3.7832 -0.103
Cl -5.6720 -3.4552 2.8106 -0.137
H -4.3079 -3.7665 4.6844 0.167
C -0.4921 14.4294 7.4407 0.428
Cl -2.1352 15.0183 7.1875 -0.120
Cl 0.5566 14.9063 6.1051 -0.122
Cl 0.1494 15.0035 8.9784 -0.121
H -0.5222 13.3493 7.4713 -0.063
C 2.4262 10.0769 -0.7675 -0.003
Cl 0.6993 10.4205 -0.9092 -0.134
Cl 2.6756 8.4289 -0.1857 -0.039
Cl 3.2492 10.3393 -2.3004 -0.119
H 2.8448 10.7559 -0.0372 0.304
C 5.2101 4.1994 4.4182 0.060
Cl 3.5754 4.8087 4.1737 -0.060
Cl 6.2726 4.7135 3.1053 -0.119
Cl 5.8499 4.7090 5.9779 -0.124
H 5.1674 3.1185 4.4087 0.250

=====

4.
54
Properties=species:S:1:pos:R:3:nbo_charge:R:1 method="wB97M-V/def2-TZVPD" charge=+2 relative_energy_ev=1.121 orbital_gap_ev="6.0 / 5.7" fmax_ha_per_bohr=0.0225 spin_multiplicity=4 energy_ha=-1596.64891
Tc -1.4868 0.1166 0.2805 1.376
C -2.6967 -1.7921 -1.4185 -0.448
N -1.6342 -1.9129 -0.3755 -0.483
C -2.0443 -2.9277 0.6280 -0.424
C -0.3502 -2.2323 -1.0189 0.171
C -0.0943 -3.5099 -1.4753 -0.230
C 1.1062 -3.8008 -2.1018 -0.172
C 2.0518 -2.7988 -2.2349 -0.150
C 1.7892 -1.5095 -1.8042 -0.198
C 0.5616 -1.1755 -1.2238 0.069
N 0.1270 0.1044 -0.8150 -0.460
C 0.6047 1.3725 -1.2158 0.177
C 1.8314 1.6820 -1.8125 -0.213
C 2.1211 2.9712 -2.2257 -0.160
C 1.2070 3.9976 -2.0605 -0.166
C 0.0126 3.7305 -1.4126 -0.207
C -0.2673 2.4520 -0.9739 0.069
N -1.5299 2.1649 -0.2741 -0.461
C -1.7731 3.1236 0.8345 -0.422
C -2.6639 2.1868 -1.2424 -0.446
H -2.9452 -2.7705 -1.8346 0.252
H -2.3460 -1.1667 -2.2401 0.234
H -3.6129 -1.3795 -0.9839 0.220
H -2.2805 -3.8799 0.1551 0.233
H -2.9422 -2.5829 1.1431 0.222
H -1.2520 -3.0861 1.3537 0.236
H -0.8293 -4.2935 -1.3433 0.235
H 1.2948 -4.7984 -2.4725 0.251
H 3.0142 -3.0141 -2.6785 0.248
H 2.5770 -0.7914 -1.9064 0.229
H 2.6023 0.9497 -1.9435 0.228
H 3.0819 3.1687 -2.6807 0.249
H 1.4183 4.9957 -2.4172 0.251
H -0.6970 4.5314 -1.2480 0.235
H -1.9964 4.1200 0.4549 0.234
H -0.8901 3.1762 1.4673 0.240
H -2.6309 2.7936 1.4235 0.220
H -2.8698 3.2041 -1.5812 0.252
H -3.5771 1.8069 -0.7727 0.220
H -2.4119 1.5949 -2.1228 0.235
Cl 4.8376 -0.9421 3.8981 0.092
C 3.2233 -0.6434 3.4247 -0.012
C 2.5938 0.5417 3.7950 -0.231
C 1.2878 0.7747 3.4151 -0.118
C 0.5689 -0.1734 2.6774 -0.117
C -0.8404 0.0484 2.3345 -0.541
C 1.2282 -1.3567 2.3091 -0.186
C 2.5350 -1.5929 2.6685 -0.208
H 3.1356 1.2708 4.3817 0.251
H 0.8099 1.6979 3.7230 0.214
H -1.2158 0.9692 2.7929 0.236
H -1.4735 -0.8027 2.6423 0.229
H 0.6992 -2.1029 1.7274 0.197
H 3.0315 -2.5095 2.3803 0.245

=====

5.
57
Properties=species:S:1:pos:R:3:nbo_charge:R:1 method="wB97M-V/def2-TZVPD" charge=+1 relative_energy_ev=0.000 orbital_gap_ev=6.3 fmax_ha_per_bohr=0.0771 energy_ha=-2976.97066
C 3.9847 0.3514 -4.7956 -0.386
C 3.9821 -0.6490 -5.7185 -0.015
H 4.8461 1.0167 -4.7350 0.202
H 3.1234 0.5415 -4.1594 0.174
C 2.8420 -1.5322 -5.8592 -0.013
C 1.9464 -1.6918 -4.8460 -0.394
H 2.0642 -1.1807 -3.8930 0.183
H 1.1217 -2.3931 -4.9714 0.196
C 5.1841 -0.8367 -6.6243 -0.640
H 5.9321 -0.0720 -6.3878 0.222
H 4.9250 -0.7486 -7.6885 0.224
H 5.6542 -1.8231 -6.4852 0.222
C 2.6507 -2.2924 -7.1573 -0.640
H 3.5069 -2.9382 -7.3961 0.225
H 2.5087 -1.6130 -8.0130 0.222
H 1.7568 -2.9204 -7.0755 0.219
Cu -1.1817 0.1905 2.4728 0.984
O -0.1670 0.6792 0.8881 -0.650
C -0.5395 1.0102 -0.2657 0.688
O -2.8615 0.4840 1.5067 -0.668
C -2.9329 0.9437 0.3444 0.921
O -4.1042 1.2279 -0.1881 -0.426
N -1.8975 1.2193 -0.5235 -0.468
C -3.8835 1.8372 -1.5043 -0.090
C -2.4244 1.6858 -1.8096 -0.247
H -4.1596 2.8952 -1.4445 0.214
H -4.5140 1.3236 -2.2343 0.225
H -1.9495 2.6266 -2.0929 0.231
H -2.2452 0.9292 -2.5814 0.222
C 0.3971 1.2038 -1.3353 -0.375
C 1.7114 0.9493 -1.1496 -0.181
H 0.0170 1.5900 -2.2805 0.229
H 2.0631 0.5797 -0.1893 0.229
H 2.4343 1.1323 -1.9410 0.223
C -3.3941 3.1464 6.5408 -0.160
C -2.4145 2.3814 7.2005 -0.207
C -1.6004 1.5212 6.4618 -0.200
C -1.8100 1.3962 5.0735 0.148
C -2.7160 2.2412 4.4003 -0.201
C -3.5358 3.0863 5.1425 -0.217
N -1.1584 0.3875 4.3567 -0.285
N -0.4721 -0.4553 5.1199 -0.195
C -0.1807 -1.5649 4.3872 0.286
C 0.4299 -2.7085 4.9516 -0.205
C 0.6090 -3.8183 4.1410 -0.154
C 0.1993 -3.7751 2.7927 -0.238
C -0.3692 -2.6086 2.2916 0.058
N -0.5468 -1.5206 3.0727 -0.577
H -4.0527 3.8011 7.1196 0.229
H -2.2861 2.4501 8.2839 0.232
H -0.8193 0.9157 6.9200 0.246
H -2.7764 2.1773 3.3133 0.223
H -4.2866 3.6971 4.6341 0.228
H 0.7016 -2.6280 6.0039 0.246
H 1.0655 -4.7212 4.5407 0.238
H 0.3233 -4.6275 2.1289 0.237
H -0.7011 -2.4993 1.2567 0.205

=====

6.
87
Properties=species:S:1:pos:R:3:mulliken_charge:R:1 method="wB97M-V/def2-TZVPD" charge=0 smiles=FC(F)C(F)(F)COC(F)(F)C(F)F.FC(F)C(F)(F)COC(F)(F)C(F)F.FC(F)C(F)(F)COC(F)(F)C(F)F.FC(F)C(F)(F)COC(F)(F)C(F)F.CCSC[SiH3] orbital_gap_ev=8.5 fmax_ha_per_bohr=0.0563 energy_ha=-5076.25701
F 2.9084 -2.3829 3.2834 -0.221
C 1.9358 -2.2334 2.3550 0.128
F 2.0527 -0.9617 1.8858 -0.229
C 0.5432 -2.4668 2.9290 0.966
F 0.2431 -1.5499 3.8862 -0.276
F -0.3708 -2.2673 1.9271 -0.324
C 0.3030 -3.8777 3.4866 -0.691
O 0.4390 -4.0228 4.9027 -0.446
C 1.7679 -4.2453 5.3706 0.760
F 2.5823 -4.4763 4.3130 -0.264
F 1.7224 -5.4125 6.0682 -0.301
C 2.2738 -3.1186 6.2792 0.156
F 2.2833 -1.9235 5.6348 -0.198
F 3.5512 -3.3498 6.6827 -0.266
H 2.1422 -2.9120 1.5208 0.118
H -0.7505 -4.1138 3.2917 0.515
H 0.8599 -4.6477 2.9389 0.310
H 1.6445 -3.0170 7.1675 0.250
F 1.6413 6.8601 4.2643 -0.218
C 0.4464 6.2423 4.4080 0.030
F 0.2779 6.0504 5.7444 -0.285
C 0.3856 4.9133 3.6642 0.968
F 1.2883 4.0271 4.1610 -0.306
F -0.8449 4.3531 3.8903 -0.382
C 0.5630 5.0169 2.1421 -0.191
O 1.8749 4.7408 1.6444 -0.338
C 2.7792 5.8438 1.6570 0.723
F 2.0997 6.9767 1.9566 -0.276
F 3.1997 5.9902 0.3713 -0.292
C 3.9864 5.6112 2.5731 0.218
F 3.6047 5.4066 3.8600 -0.211
F 4.8109 6.6920 2.5823 -0.265
H -0.3418 6.9240 4.0718 0.300
H -0.0629 4.2307 1.7018 -0.120
H 0.1558 5.9495 1.7328 0.346
H 4.5632 4.7401 2.2506 0.237
F -4.2855 2.3887 -6.1729 -0.221
C -4.0534 2.8940 -4.9396 0.127
F -5.1237 3.6808 -4.6455 -0.283
C -2.7618 3.7005 -4.8752 0.900
F -2.8192 4.7912 -5.6839 -0.298
F -2.6275 4.1913 -3.6023 -0.305
C -1.4869 2.9037 -5.1898 -0.700
O -0.9866 3.0241 -6.5241 -0.417
C -1.5731 2.1425 -7.4797 0.713
F -2.3432 1.2326 -6.8363 -0.271
F -0.5386 1.4414 -8.0179 -0.293
C -2.3271 2.8858 -8.5887 0.205
F -3.3367 3.6417 -8.0861 -0.211
F -2.8958 2.0150 -9.4641 -0.253
H -4.0445 2.0686 -4.2201 0.266
H -0.6919 3.3294 -4.5649 0.424
H -1.5540 1.8571 -4.8687 0.399
H -1.6570 3.5464 -9.1456 0.239
F -1.8830 -5.8649 -0.2846 -0.180
C -2.2414 -5.9065 -1.5885 0.087
F -3.4271 -6.5722 -1.6339 -0.287
C -1.2010 -6.6057 -2.4555 0.852
F -1.0575 -7.9098 -2.1007 -0.274
F -1.6623 -6.6228 -3.7463 -0.331
C 0.1793 -5.9322 -2.4770 -0.651
O 1.1629 -6.4925 -1.6031 -0.414
C 1.1342 -6.0115 -0.2606 0.835
F 0.2880 -4.9567 -0.1807 -0.237
F 2.3769 -5.5115 -0.0216 -0.320
C 0.8145 -7.1123 0.7576 0.122
F -0.3980 -7.6753 0.5202 -0.220
F 0.7677 -6.6133 2.0213 -0.218
H -2.4253 -4.8835 -1.9329 0.273
H 0.5886 -6.0940 -3.4820 0.422
H 0.1175 -4.8414 -2.3811 0.304
H 1.5659 -7.9061 0.7278 0.243
C -1.0330 1.2420 3.0878 -0.408
C -0.5655 0.7644 1.5626 -0.207
S -1.2416 2.1210 0.4042 -0.131
C -1.0690 1.4076 -1.3569 -0.370
Si 0.8661 1.3875 -1.6915 0.681
H -1.0788 2.4330 3.0290 -0.053
H -0.3191 0.8645 3.9345 0.167
H -2.1534 0.8896 3.2346 0.252
H -1.0203 -0.2701 1.2459 0.208
H 0.6062 0.7997 1.5499 0.144
H -1.5352 0.3211 -1.3824 0.326
H -1.6360 2.1500 -2.0877 -0.023
H 1.3685 0.1909 -0.9714 -0.179
H 1.1906 1.3210 -3.1153 -0.207
H 1.4683 2.5653 -1.0159 -0.154